Below is C36H34AsIN3O5Sn as an isolated structure at a distorted geometry, with properties calculated with ωB97M-V with the def2-TZVPD basis set.

Output
- energy relative to the best compared isomer or geometry (same formula, charge and spin) (kcal/mol) = 17.8
- gap between HOMO and LUMO (eV) = 7.852
- total charge = +1
- LUMO energy (eV) = -3.1

Each line ends with the Mulliken charge.
CARTESIAN COORDINATES (ANGSTROEM)
Sn1 -0.05 -0.88 0.08  1.07
O1 1.22 1.52 0.65  0.13
C1 2.09 1.95 -0.32  0.71
C2 2.46 1.24 -1.44  -0.54
C3 3.36 1.89 -2.27  -0.88
C4 3.85 3.18 -1.99  -0.64
C5 3.47 3.86 -0.86  -1.05
C6 2.56 3.22 -0.01  0.93
C7 1.93 3.56 1.22  -0.65
N1 1.17 2.56 1.58  0.98
N2 0.41 2.52 2.67  -1.29
C8 -0.21 1.38 2.97  0.26
O2 -0.18 0.30 2.35  -0.50
C9 -1.03 1.49 4.23  0.43
C10 -1.54 2.70 4.69  -0.32
C11 -2.32 2.74 5.83  -0.74
C12 -2.59 1.58 6.54  -0.37
C13 -2.07 0.37 6.09  -0.79
C14 -1.31 0.32 4.94  -0.17
H1 2.06 0.26 -1.67  0.34
H2 3.68 1.39 -3.17  0.46
H3 4.55 3.63 -2.68  0.43
H4 3.84 4.85 -0.65  0.47
H5 1.99 4.42 1.85  0.58
H6 -1.33 3.61 4.14  0.44
H7 -2.73 3.69 6.17  0.40
H8 -3.19 1.61 7.43  0.41
H9 -2.27 -0.54 6.65  0.42
H10 -0.90 -0.62 4.59  0.43
O3 -2.14 0.70 -0.33  0.27
C15 -2.26 1.04 -1.74  4.00
C16 -1.17 0.25 -2.55  -0.18
O4 -1.38 0.02 -3.72  -0.61
O5 -0.07 -0.12 -1.91  -0.44
C17 -3.64 0.58 -2.18  -0.91
C18 -4.01 -0.73 -1.91  0.91
C19 -5.25 -1.21 -2.30  -1.03
C20 -6.13 -0.37 -2.97  -0.73
C21 -5.76 0.93 -3.25  -1.00
C22 -4.52 1.41 -2.85  -0.41
C23 -2.04 2.54 -1.89  -1.35
C24 -1.59 3.07 -3.10  -0.13
C25 -1.40 4.43 -3.25  -0.96
C26 -1.65 5.29 -2.19  -0.47
C27 -2.12 4.78 -0.99  -1.22
C28 -2.32 3.41 -0.84  -0.24
H11 -1.71 1.46 0.11  -0.32
H12 -3.33 -1.40 -1.40  -0.26
H13 -5.53 -2.23 -2.09  0.44
H14 -7.10 -0.74 -3.28  0.43
H15 -6.44 1.59 -3.77  0.44
H16 -4.24 2.43 -3.08  0.45
H17 -1.39 2.40 -3.93  0.55
H18 -1.05 4.83 -4.19  0.46
H19 -1.50 6.36 -2.30  0.46
H20 -2.35 5.45 -0.16  0.47
H21 -2.75 3.05 0.08  0.81
C29 -3.74 -3.45 0.71  -1.08
As1 -2.36 -2.22 1.31  0.87
C30 -3.44 -0.87 2.21  -0.90
C31 -1.60 -3.24 2.77  -1.20
H22 -4.40 -3.68 1.54  0.46
H23 -3.28 -4.37 0.34  0.38
H24 -4.32 -3.00 -0.09  0.14
H25 -3.80 -1.26 3.16  0.50
H26 -4.29 -0.62 1.57  0.42
H27 -2.85 0.02 2.38  -0.10
H28 -2.33 -3.35 3.56  0.45
H29 -0.71 -2.75 3.15  0.29
H30 -1.32 -4.23 2.39  0.40
I1 -2.04 -4.48 -4.43  0.13
C32 -0.52 -4.33 -3.03  -0.70
C33 0.69 -4.99 -3.19  -0.16
C34 1.66 -4.83 -2.21  -0.71
C35 1.39 -4.02 -1.12  -0.31
N3 0.22 -3.39 -0.96  -0.11
C36 -0.71 -3.54 -1.90  0.75
H31 0.87 -5.61 -4.05  0.42
H32 2.62 -5.33 -2.29  0.43
H33 2.13 -3.88 -0.34  0.45
H34 -1.65 -3.01 -1.76  -0.19

Below is C13H11F5N7O8PbS as an isolated structure at a distorted geometry, with properties calculated with ωB97M-V with the def2-TZVPD basis set.

Output
- energy relative to the best compared isomer or geometry (same formula, charge and spin) (kcal/mol) = 2.6
- gap between HOMO and LUMO (eV) = 8.495
- total charge = -1
- LUMO energy (eV) = 2.2

Each line ends with the Mulliken charge.
CARTESIAN COORDINATES (ANGSTROEM)
Pb1 -0.14 -1.17 -0.76  1.19
O1 -3.35 0.14 -2.93  -0.42
C1 -2.97 -1.14 -3.09  0.44
O2 -3.48 -2.13 -2.59  -0.57
C2 -1.86 -1.17 -4.13  -0.30
O3 -0.64 -0.70 -3.57  -0.34
C3 -0.24 0.62 -3.61  -0.91
C4 -0.85 1.49 -2.44  0.85
O4 -1.24 2.62 -2.72  -0.88
O5 -0.74 1.00 -1.28  -0.42
H1 -3.74 0.31 -2.03  0.35
H2 -2.20 -0.44 -4.90  0.32
H3 -1.65 -2.15 -4.46  0.31
H4 -0.36 1.06 -4.58  0.37
H5 0.83 0.61 -3.35  0.29
N1 -0.13 -2.96 2.15  -0.54
N2 1.17 -2.36 1.92  0.33
C5 2.28 -2.72 2.68  0.54
N3 3.33 -1.90 2.63  -0.27
N4 2.25 -3.95 3.26  -0.58
N5 3.39 -4.42 3.84  1.06
O6 3.29 -5.57 4.23  -0.65
O7 4.38 -3.76 4.03  -0.73
H6 -0.09 -3.80 1.62  0.25
H7 -0.13 -3.23 3.18  0.29
H8 1.06 -1.37 1.77  0.10
H9 3.27 -1.02 2.06  0.16
H10 4.15 -2.20 3.09  0.24
F1 -1.71 4.95 2.17  -0.33
C6 -1.10 3.77 1.85  0.52
C7 -1.63 2.59 2.27  0.14
F2 -2.69 2.57 3.11  -0.33
C8 -1.00 1.38 2.04  0.23
F3 -1.66 0.19 2.49  -0.39
C9 0.14 1.28 1.23  0.42
O8 0.60 0.10 0.84  -0.70
C10 0.77 2.53 0.97  -0.07
F4 1.78 2.52 0.13  -0.31
C11 0.13 3.72 1.24  0.34
F5 0.69 4.86 0.91  -0.35
S1 4.66 -0.45 -1.29  -0.43
C12 3.07 -0.72 -1.43  0.39
N6 1.91 -0.87 -1.60  -0.72
N7 -3.11 3.97 -1.62  0.01
C13 -4.12 4.47 -1.28  -0.31
H11 -2.30 3.44 -2.03  0.42

Below is C25H19Cl40F3GaO3 as an isolated structure at a distorted geometry, with properties calculated with ωB97M-V with the def2-TZVPD basis set.

Output
- gap between HOMO and LUMO (eV) = 7.096
- total charge = -1
- LUMO energy (eV) = 1.4

Each line ends with the Mulliken charge.
CARTESIAN COORDINATES (ANGSTROEM)
C1 1.06 -3.78 3.23  -0.92
C2 -0.28 -4.03 2.51  -0.54
C3 -1.31 -2.89 2.65  0.46
C4 -1.53 -2.49 4.11  -1.54
Ga1 -0.86 -1.33 1.45  -0.90
C5 -0.63 -1.95 -0.47  -0.89
C6 0.72 -1.49 -1.04  0.22
C7 1.00 -1.75 -2.47  -0.58
O1 0.69 -0.43 -2.00  -0.44
O2 0.77 -0.59 2.13  -0.44
C8 1.18 0.54 1.61  -0.05
O3 2.09 0.61 0.80  -0.54
C9 0.52 1.83 2.04  0.84
C10 0.53 2.89 1.14  -0.63
C11 -0.03 4.11 1.50  -0.79
C12 -0.60 4.28 2.76  -0.58
C13 -0.59 3.22 3.66  -0.83
C14 -0.03 1.99 3.30  -0.59
C15 -2.49 -0.08 1.51  0.72
F1 -2.82 0.52 2.70  -0.18
F2 -2.54 0.92 0.57  -0.04
F3 -3.59 -0.87 1.21  -0.17
H1 1.13 -2.76 3.59  0.19
H2 1.19 -4.48 4.06  0.12
H3 1.88 -3.96 2.54  0.31
H4 -0.06 -4.15 1.44  0.09
H5 -0.74 -4.97 2.84  0.48
H6 -2.28 -3.30 2.31  0.55
H7 -2.05 -3.27 4.67  0.35
H8 -0.59 -2.25 4.62  0.28
H9 -2.15 -1.59 4.17  0.39
H10 -0.64 -3.04 -0.53  0.31
H11 -1.40 -1.49 -1.09  0.54
H12 1.57 -1.52 -0.36  0.49
H13 0.19 -2.25 -2.99  0.20
H14 2.03 -1.84 -2.81  0.23
H15 0.99 2.75 0.17  0.54
H16 -0.02 4.92 0.79  0.43
H17 -1.02 5.23 3.05  0.54
H18 -1.03 3.34 4.64  0.71
H19 -0.05 1.16 3.99  0.95
C16 -5.32 1.52 -1.50  0.28
Cl1 -4.53 2.92 -0.76  -0.07
Cl2 -6.09 0.54 -0.25  -0.10
Cl3 -6.56 2.06 -2.66  -0.13
Cl4 -4.11 0.56 -2.36  -0.05
C17 1.58 -8.07 4.01  0.36
Cl5 0.90 -9.71 4.04  -0.12
Cl6 1.82 -7.57 2.34  -0.09
Cl7 0.49 -6.96 4.81  -0.09
Cl8 3.14 -8.08 4.84  -0.11
C18 -5.49 4.29 3.05  0.17
Cl9 -3.84 3.74 3.35  0.06
Cl10 -6.27 4.70 4.59  -0.12
Cl11 -5.47 5.74 2.03  -0.08
Cl12 -6.38 3.00 2.26  -0.04
C19 2.92 -0.99 -7.15  0.21
Cl13 2.50 -0.87 -8.87  -0.10
Cl14 2.27 0.39 -6.28  -0.03
Cl15 2.23 -2.48 -6.50  -0.11
Cl16 4.67 -1.02 -6.97  0.06
C20 -7.40 6.77 -1.71  0.25
Cl17 -6.31 5.44 -1.34  0.07
Cl18 -9.02 6.14 -2.03  -0.12
Cl19 -7.46 7.89 -0.33  -0.12
Cl20 -6.82 7.64 -3.14  -0.11
C21 3.21 3.15 6.44  0.30
Cl21 3.15 4.90 6.69  -0.13
Cl22 2.87 2.33 7.97  -0.13
Cl23 2.00 2.70 5.24  0.04
Cl24 4.82 2.70 5.87  -0.11
C22 8.45 -2.52 -5.62  0.35
Cl25 8.87 -2.45 -7.33  -0.11
Cl26 8.55 -0.89 -4.93  -0.08
Cl27 6.81 -3.13 -5.44  -0.08
Cl28 9.58 -3.58 -4.77  -0.11
C23 -5.93 -3.72 -1.58  0.25
Cl29 -6.72 -2.93 -2.95  -0.12
Cl30 -4.83 -4.97 -2.18  -0.12
Cl31 -5.04 -2.54 -0.64  0.07
Cl32 -7.17 -4.49 -0.56  -0.13
C24 5.41 2.77 -7.87  0.24
Cl33 5.60 4.48 -8.27  -0.12
Cl34 4.92 2.60 -6.19  0.03
Cl35 4.19 2.05 -8.92  -0.06
Cl36 6.96 1.93 -8.11  -0.10
C25 4.82 1.81 -1.64  0.23
Cl37 6.08 0.62 -1.25  -0.14
Cl38 3.28 1.00 -1.84  0.06
Cl39 4.71 3.00 -0.34  -0.11
Cl40 5.27 2.64 -3.15  -0.11

Below is C29H38HfN2O6PS3Se as an isolated structure at a distorted geometry, with properties calculated with ωB97M-V with the def2-TZVPD basis set.

Output
- energy relative to the best compared isomer or geometry (same formula, charge and spin) (kcal/mol) = 55.0
- gap between HOMO and LUMO (eV) = 8.669
- total charge = +1
- LUMO energy (eV) = -2.2

Each line ends with the Mulliken charge.
CARTESIAN COORDINATES (ANGSTROEM)
Hf1 1.16 -0.58 -0.32  0.40
C1 -1.07 -1.00 -4.03  -1.07
C2 0.05 -1.92 -4.46  -0.90
S1 1.10 -2.36 -2.99  0.46
C3 2.76 -2.41 -3.74  -0.84
C4 3.57 -1.11 -3.68  -0.60
S2 2.75 0.34 -2.93  0.24
C5 1.79 0.98 -4.38  -1.11
C6 0.38 1.42 -4.03  -0.93
S3 -0.57 0.34 -2.89  0.61
H1 -1.81 -1.56 -3.45  0.23
H2 -1.56 -0.55 -4.90  0.55
H3 0.68 -1.47 -5.23  0.36
H4 -0.37 -2.85 -4.85  0.63
H5 2.64 -2.76 -4.77  0.54
H6 3.25 -3.19 -3.17  0.36
H7 3.91 -0.82 -4.67  0.52
H8 4.44 -1.24 -3.04  0.24
H9 1.80 0.21 -5.14  0.37
H10 2.34 1.84 -4.76  0.64
H11 -0.21 1.53 -4.94  0.72
H12 0.39 2.38 -3.51  0.13
C7 5.13 -2.71 -0.20  -0.56
O1 4.67 -2.12 1.02  -0.41
C8 3.78 -1.16 0.96  0.52
O2 3.32 -0.67 -0.08  -0.71
N1 3.47 -0.66 2.17  -0.21
N2 2.38 0.22 2.28  0.01
H13 5.90 -3.42 0.10  0.27
H14 5.56 -1.94 -0.85  0.28
H15 4.30 -3.21 -0.69  0.20
H16 3.77 -1.19 2.98  0.26
H17 2.66 1.04 2.82  0.35
H18 1.60 -0.24 2.76  -0.14
C9 -0.72 -0.84 4.07  -1.80
C10 -0.85 0.65 4.03  0.95
C11 -0.87 1.34 5.24  -0.89
C12 -1.01 2.72 5.28  -0.83
C13 -1.11 3.43 4.10  -0.81
C14 -1.09 2.76 2.89  -0.83
C15 -0.99 1.37 2.84  1.20
P1 -1.04 0.47 1.22  1.88
C16 -2.70 -0.33 1.10  0.16
C17 -2.78 -1.11 -0.06  -0.34
C18 -3.71 -2.11 -0.19  -0.72
C19 -4.60 -2.34 0.85  -0.89
C20 -4.63 -1.48 1.92  -0.71
C21 -3.71 -0.44 2.07  1.35
C22 -3.92 0.52 3.20  -1.79
C23 -1.19 1.89 0.06  0.51
C24 -2.40 2.55 -0.12  -0.31
C25 -2.46 3.66 -0.95  -0.86
C26 -1.31 4.11 -1.57  -0.91
C27 -0.11 3.46 -1.39  -0.52
C28 -0.02 2.33 -0.58  -0.19
C29 1.28 1.62 -0.32  -1.27
H19 -1.45 -1.27 4.76  0.53
H20 0.26 -1.14 4.44  0.44
H21 -0.88 -1.29 3.09  0.05
H22 -0.78 0.79 6.17  0.51
H23 -1.04 3.23 6.23  0.41
H24 -1.22 4.50 4.11  0.49
H25 -1.17 3.33 1.98  0.34
H26 -2.07 -0.92 -0.85  -0.37
H27 -3.71 -2.74 -1.07  0.44
H28 -5.29 -3.17 0.79  0.42
H29 -5.38 -1.60 2.68  0.51
H30 -3.47 0.17 4.12  0.29
H31 -4.99 0.61 3.37  0.61
H32 -3.52 1.50 2.97  0.23
H33 -3.28 2.19 0.38  0.37
H34 -3.40 4.18 -1.08  0.48
H35 -1.36 4.99 -2.19  0.42
H36 0.79 3.86 -1.85  0.59
H37 1.58 1.88 0.70  0.66
H38 2.05 2.02 -0.99  0.83
O3 -0.22 -2.05 -0.53  -0.32
Se1 0.84 -3.05 0.27  1.16
O4 0.37 -4.47 0.65  -0.93
O5 1.20 -2.00 1.47  -0.44
O6 2.14 -2.91 -0.66  -0.54